1.
DFT (ωB97M-V/def2-TZVPD) results for a molecular structure, C42H59NOP2SSiSr.

Structure (XYZ):
```
108
Properties=species:S:1:pos:R:3:lowdin_charge:R:1
C 1.437 -1.734 1.527 -0.21
C 1.958 5.691 0.468 -0.20
H 0.762 4.197 4.929 0.11
H 3.130 -2.642 2.528 0.12
C -3.634 -4.762 0.271 -0.19
C -3.867 -3.554 -0.648 -0.19
P 0.764 2.044 0.289 1.02
C -1.684 2.102 3.654 -0.20
C -2.654 -2.630 -0.648 -0.25
H -2.439 -2.333 0.386 0.11
H 3.034 -5.430 -3.170 0.10
H 2.358 -1.377 3.453 0.11
H -0.732 5.024 0.818 0.09
H 1.308 -4.810 -1.566 0.07
H 5.057 0.786 2.437 0.10
H 4.194 -3.653 -4.469 0.10
H 2.041 -5.217 2.805 0.11
Sr -1.234 0.511 -1.562 0.93
H -1.636 -4.624 1.104 0.09
H 1.772 -3.560 4.462 0.11
C -6.046 1.849 -2.188 -0.10
H -0.424 -2.821 1.450 0.10
P 0.050 -2.272 -0.794 1.05
C 0.288 2.292 2.075 -0.45
H 2.878 2.143 -3.543 0.01
H 1.877 3.588 2.811 0.10
H 3.993 0.782 -3.557 0.02
H -7.839 1.906 -3.336 0.11
C 3.428 -3.395 -3.747 -0.08
H -4.758 -3.005 -0.340 0.11
H -2.902 -1.719 -1.199 0.06
H 0.828 -0.852 1.749 0.10
C 1.330 -3.293 3.501 -0.20
C 2.303 4.491 -0.413 -0.18
H -3.973 -4.529 1.283 0.11
H 0.701 1.378 2.527 0.10
C 0.531 -2.817 0.909 -0.44
H -6.388 2.540 -1.432 0.10
H 1.820 5.374 1.502 0.08
H -2.072 -5.293 -1.833 0.12
H 2.886 1.908 2.353 0.08
H 1.435 2.988 -1.628 0.06
H -2.046 -6.222 0.531 0.11
C -1.137 3.257 4.486 -0.20
H 3.634 -1.312 -4.096 0.08
O -3.112 -0.089 -2.921 -0.38
H -4.604 -0.581 -4.707 0.13
C -0.475 5.454 -0.156 -0.20
H 2.215 -4.126 0.719 0.12
C 1.195 -4.180 1.110 -0.20
C 1.129 3.558 -0.739 -0.44
C 0.701 6.416 -0.008 -0.20
C -1.241 2.197 2.196 -0.24
H 0.048 4.793 -2.119 0.12
C 2.418 1.267 0.347 -0.40
C -4.742 1.338 -2.023 -0.70
S -3.758 1.813 -0.699 0.51
C 1.798 -4.027 -2.122 -0.10
C 3.221 1.352 1.487 -0.10
C -0.129 4.339 -1.137 -0.21
H -6.932 0.293 -5.055 0.10
H 0.450 7.225 0.681 0.11
H -1.427 3.143 5.533 0.11
N -4.312 0.465 -2.982 -0.23
C -6.843 1.495 -3.244 -0.07
C -5.086 0.111 -4.035 -0.03
H 0.693 -4.973 0.558 0.08
H 4.458 -0.662 -1.535 0.10
H -0.989 3.668 -1.254 0.07
C 1.208 -4.537 2.608 -0.18
C 4.102 -0.078 -0.692 -0.10
C 3.101 -2.066 -3.530 -0.12
H 2.806 6.380 0.473 0.11
H 0.357 4.398 2.495 0.09
H -0.502 -5.303 -1.098 0.07
C 2.121 -1.663 -2.613 -0.32
H 2.628 0.834 -4.690 0.02
H 5.858 -0.499 0.468 0.10
H 0.897 6.881 -0.981 0.11
C 0.794 3.479 2.893 -0.21
H 0.838 2.448 4.786 0.12
C 4.451 0.718 1.542 -0.09
Si 1.785 0.238 -2.381 0.56
C 0.381 3.348 4.358 -0.19
H -2.775 2.072 3.708 0.11
C -6.350 0.601 -4.200 -0.06
H 3.128 3.920 0.019 0.11
C -1.419 -3.315 -1.284 -0.42
H -4.050 -3.887 -1.674 0.11
H -1.703 3.071 1.722 0.11
H 0.337 -2.889 3.722 0.11
H -4.238 -5.605 -0.073 0.11
C 4.897 0.002 0.440 -0.08
H -1.472 -3.151 -2.367 0.11
C 1.442 -2.691 -1.918 -0.36
C -1.480 -4.837 -1.032 -0.19
H -1.320 1.156 4.071 0.12
H -1.608 1.323 1.649 0.07
C 2.155 -2.224 2.794 -0.19
H 2.180 -1.417 0.792 0.09
C 2.844 0.531 -0.773 -0.32
C 2.782 -4.387 -3.028 -0.09
H -1.363 5.986 -0.502 0.11
H -1.581 4.196 4.136 0.12
H 2.671 4.876 -1.371 0.12
C 2.940 1.057 -3.667 -0.28
C -2.150 -5.160 0.301 -0.20
H 0.296 -5.084 2.861 0.10
```

Its energy is -86177.633 eV. The LUMO energy is 0.44 eV. The energy relative to the best compared isomer or geometry (same formula, charge and spin) is 0.1682 eV. The HOMO-LUMO gap is 6.812 eV.

2.
DFT (ωB97M-V/def2-TZVPD) results for a molecular structure, C42H59NbP3SeSi at a distorted geometry.

Structure (XYZ):
```
107
Properties=species:S:1:pos:R:3:lowdin_charge:R:1
H 5.028 1.578 -0.642 0.08
H -0.494 3.330 -1.652 0.11
H 5.020 0.665 1.340 0.11
C -1.539 1.689 -5.703 -0.07
H 0.646 -0.398 4.685 0.08
P 2.409 -0.048 -0.158 0.99
C 2.867 2.118 -1.854 -0.12
C 1.896 1.886 3.434 -0.06
H -2.154 0.126 -4.392 0.09
H -4.804 3.084 3.314 0.14
H 5.210 1.906 3.499 0.10
C -0.008 0.402 -4.368 -0.60
C -0.480 -2.503 2.305 -0.41
Si 0.010 0.257 1.806 0.57
H 5.228 -0.144 -0.763 0.06
H -0.199 3.735 1.477 0.11
H -1.689 -5.111 -0.963 0.07
H -2.582 0.656 -2.167 0.03
H 2.218 -5.008 0.267 0.09
H -3.238 -1.709 -1.195 0.05
H -4.892 0.154 -1.666 0.09
H -1.629 5.289 -1.326 0.11
C -4.471 0.945 -1.039 -0.08
P -0.694 -2.575 0.452 0.99
Se 0.221 -1.046 -3.131 0.74
H -3.859 -3.350 -1.291 0.09
H 5.472 0.797 -2.192 0.12
C -0.922 3.431 -0.626 -0.52
H 1.058 -5.573 1.466 0.09
C -2.238 1.758 1.336 -0.39
H 1.663 -3.908 1.589 0.07
H 3.319 2.742 4.766 0.11
C 3.350 0.709 -1.559 -0.54
H 2.049 0.999 -4.556 0.09
H 4.539 -3.060 0.647 0.11
H 4.719 -1.324 1.111 0.07
H -3.937 2.868 0.806 0.10
H -2.866 -1.090 1.816 0.04
C -0.798 -5.396 -0.399 -0.10
C 4.858 0.732 -1.288 -0.08
H -2.921 4.251 -0.726 0.04
H 1.798 2.186 -2.213 0.07
C 0.221 3.717 0.414 -0.08
H -2.378 3.023 -2.886 0.07
H -1.941 5.152 0.387 0.11
H 0.635 -3.998 -1.081 0.09
H -0.694 3.287 -6.887 0.14
C -2.491 -2.861 0.418 -0.50
C 3.982 -2.133 0.875 -0.08
H -3.168 2.403 4.983 0.12
H -2.160 -2.983 -1.719 0.04
H -2.554 -3.924 0.758 0.11
C -1.894 1.438 3.700 -0.07
H -1.208 -5.868 0.520 0.10
C -1.309 0.658 -4.805 -0.15
C 0.374 -1.297 4.230 -0.03
H -0.375 -6.175 -1.065 0.12
C -0.250 -3.629 4.417 -0.03
C -1.913 4.568 -0.559 -0.09
H -3.813 2.210 -3.603 0.10
H 4.736 -2.058 -1.647 0.09
C 4.269 1.758 3.082 -0.02
H 3.453 2.529 -2.703 0.11
C 0.181 -2.485 4.997 -0.03
H -3.573 -2.549 2.392 0.11
C 3.190 2.206 3.870 0.00
H 1.548 2.822 -6.144 0.12
H -4.053 3.356 -2.335 0.10
H -1.006 -4.551 2.598 0.12
C -0.541 2.542 -6.089 -0.05
C -0.664 -3.625 3.059 -0.07
C 3.002 -1.816 -0.293 -0.49
C -1.438 1.256 2.379 -0.31
C -3.346 2.565 -2.657 -0.11
H 0.580 4.751 0.260 0.11
H -1.263 1.312 4.592 0.12
H 1.029 2.991 0.363 0.03
C -3.041 2.117 3.976 -0.03
C 1.344 -4.698 0.858 -0.09
H 3.604 -3.396 -1.704 0.10
C 0.016 -1.325 2.873 -0.28
H 2.164 -2.462 -0.145 0.02
H -5.266 1.741 -1.049 0.11
C 0.756 2.218 -5.736 -0.05
C -3.473 2.418 1.669 -0.06
C 1.051 1.204 -4.844 -0.11
H -4.285 -1.646 0.994 0.08
H 0.979 2.213 3.922 0.10
C 1.666 1.149 2.247 -0.30
H 3.525 -2.354 1.805 0.06
C 4.112 1.059 1.869 -0.04
C -2.999 -2.762 -1.052 -0.10
H -4.403 0.581 -0.022 0.04
H 3.092 0.101 -2.454 0.08
C -3.921 2.538 2.961 0.00
H 0.595 -2.403 6.007 0.13
C -3.102 1.458 -1.626 -0.45
H 3.026 2.768 -0.982 0.08
C -3.352 -1.991 1.446 -0.05
C 0.179 -4.260 -0.109 -0.44
Nb -0.094 -0.363 -0.666 0.91
H 3.300 -1.908 -2.534 0.05
C 3.672 -2.307 -1.596 -0.09
C 2.758 0.771 1.426 -0.36
H -0.080 -4.602 4.927 0.14
P -1.635 1.766 -0.377 1.02
H -2.528 1.735 -6.154 0.13
```

The total charge is +3. Its energy is -147124.668 eV. The LUMO energy (alpha / beta) is -11.05 / -11.04 eV. The HOMO-LUMO gap (alpha / beta) is 5.116 / 5.129 eV.

3.
DFT (ωB97M-V/def2-TZVPD) results for a molecular structure, C42H61BN7O8RbS5 at a distorted geometry.

Structure (XYZ):
```
125
Properties=species:S:1:pos:R:3:lowdin_charge:R:1
C 1.321 -4.539 -2.720 -0.39
C -1.011 6.292 0.014 -0.27
C 4.559 -1.561 -3.050 -0.08
H 1.333 5.571 -4.482 0.08
C 3.712 -0.611 2.770 -0.23
H 2.438 0.718 -2.274 0.07
H -4.706 1.055 0.204 0.03
C -2.342 -1.477 1.329 -0.01
H 2.586 4.177 4.115 0.11
C -4.686 2.039 -0.025 -0.01
C 4.207 -1.159 1.491 -0.22
H 1.008 4.121 -5.441 0.09
H -0.497 6.398 -3.313 0.08
H 0.428 0.801 -0.012 0.01
H 2.073 -2.185 3.252 0.09
C 1.685 2.460 3.428 -0.06
H 4.121 -3.227 2.156 0.09
C -4.578 4.518 2.738 -0.06
H -0.415 5.217 5.390 -0.05
H -3.829 -2.809 1.716 0.03
S 0.904 -0.125 2.630 1.01
H 4.513 -0.796 3.529 0.13
H -1.265 3.205 -3.777 0.09
S -0.752 -4.049 4.998 0.86
H 0.456 -0.045 5.424 0.14
S -7.465 3.920 0.269 0.51
H -7.358 -6.743 1.678 0.01
C -1.046 6.748 -1.285 0.00
H -1.073 -5.854 -0.298 0.04
C 2.926 -0.179 -2.216 -0.18
H 2.519 -6.953 -5.476 0.05
C 2.439 -6.554 -3.350 -0.16
N -4.879 3.186 0.903 -0.15
H 5.497 -1.867 -3.770 0.14
C 1.775 3.067 5.779 -0.09
H 1.974 3.834 6.583 0.13
H 1.074 1.569 7.123 0.05
H 2.353 2.683 -3.890 0.10
H 0.761 -7.223 1.157 0.04
H -2.973 -6.025 -4.365 0.10
C -2.855 -2.703 3.483 -0.20
H 1.869 2.654 2.385 0.11
H -1.966 -5.011 2.717 0.19
H -4.379 -5.222 -4.055 0.00
S 2.608 -3.215 0.225 0.99
B -1.202 5.882 2.225 -0.31
H -3.655 2.253 -0.515 0.13
C 3.918 -0.287 -3.113 -0.07
H -5.142 3.947 3.431 0.10
H -3.011 4.314 1.173 0.12
H 0.283 -5.185 -0.534 -0.01
N -3.523 -5.153 -4.493 0.00
H -0.877 -4.121 2.684 0.05
H -2.963 -1.446 0.277 0.07
H 2.082 2.801 -2.114 0.05
O -1.089 5.897 5.195 -0.31
H 4.558 -3.581 -1.842 0.15
C 2.064 3.297 4.439 -0.08
H -0.982 0.833 -0.182 -0.02
H -4.062 5.372 3.064 0.08
N -5.640 5.041 1.739 -0.01
C 0.290 -2.978 -4.477 -0.15
H -0.539 2.111 -2.574 0.04
O 0.909 -3.753 -1.742 -0.40
H 1.154 -5.024 -6.059 0.09
O -0.601 4.779 1.572 0.04
H 0.631 -5.627 1.562 0.02
O -0.260 1.198 -0.650 -0.08
H -1.423 7.766 -1.478 0.12
C 1.423 -5.214 -5.040 -0.05
C 1.223 1.880 6.193 -0.06
H -1.435 -0.697 1.096 0.10
H -3.714 -3.087 4.393 0.17
H -0.093 2.162 -4.392 0.10
H -0.234 5.232 -4.723 0.05
N 0.215 -6.387 1.068 -0.06
C -0.534 5.965 -2.326 -0.05
H -1.188 5.868 4.053 -0.02
H 5.290 -1.188 1.734 0.13
C 2.303 -1.022 3.294 -0.35
H 3.624 0.474 2.762 0.10
H 0.885 -2.086 -4.395 0.09
S -3.974 -2.668 -3.894 0.31
N -1.677 -3.981 -4.727 -0.05
O -1.519 6.839 1.152 0.06
O 0.528 -3.116 4.740 -0.57
H 2.232 -0.846 4.409 0.08
C 2.412 -0.974 -1.360 -0.10
C 0.627 3.891 -3.244 -0.56
H 2.276 -5.793 -1.238 0.09
C -0.394 5.085 0.254 -0.24
H 2.747 4.259 -3.017 0.10
C 2.181 -6.363 -4.693 -0.13
C 4.016 -2.635 1.258 -0.33
C 0.674 4.696 -4.554 -0.09
H 4.759 -3.208 0.770 0.06
C 4.116 -2.493 -2.091 -0.10
H -5.657 1.996 -0.482 0.05
C 2.106 -5.712 -2.333 -0.05
C -5.919 4.030 0.901 -0.93
C -2.898 -3.923 -4.470 -1.01
H -2.021 -2.003 4.172 0.13
H 3.756 -0.590 0.707 0.10
Rb -1.245 -2.228 -1.816 0.70
H 3.098 -7.465 -3.189 0.10
C 0.962 0.957 5.138 -0.11
H -3.196 2.778 2.011 0.14
C 0.189 4.310 -0.708 0.05
C -0.327 2.715 -3.429 -0.04
C 1.144 1.240 3.811 -0.37
H 0.659 3.328 -0.436 0.12
O 1.429 0.449 1.331 -0.53
C -1.673 -3.890 3.510 -0.56
C 0.131 4.754 -2.047 -0.15
H 1.501 -0.685 -0.721 0.11
C 0.986 -4.294 -4.070 -0.15
C 2.035 3.370 -3.026 -0.07
H 4.317 0.575 -3.743 0.13
H -6.531 5.540 1.956 0.11
C -3.118 -2.266 2.048 -0.22
C -3.795 3.689 1.709 -0.13
N -0.098 -6.088 -0.351 -0.01
N -0.972 -2.818 -4.760 -0.05
O 1.366 -2.531 0.805 -0.56
C 3.015 -2.274 -1.277 -0.35
```

The total charge is -2. Its energy is -126846.972 eV. The LUMO energy (alpha / beta) is 1.37 / 2.99 eV. The energy relative to the best compared isomer or geometry (same formula, charge and spin) is 14.9915 eV. The HOMO-LUMO gap (alpha / beta) is 3.501 / 5.120 eV.